# 1
A 6-piece molecular cluster, C31H62O12S5 overall, computed with wB97M-V/def2-TZVPD.

Computed properties:
HOMO energy: -8.915 eV
Structure (SMILES): COCCCCCC[C@H]1CCCO1.O=S1(=O)CCCC1.O=S1(=O)CCCC1.O=S1(=O)CCCC1.O=S1(=O)CCCC1.O=S1(=O)CCCC1

Structure (XYZ):
```
110
Properties=species:S:1:pos:R:3:forces:R:3
C 7.648 -0.603 0.127 0.25 -0.73 -0.21
O 8.303 0.308 -0.749 -0.47 0.31 0.89
C 7.526 1.511 -0.892 -0.08 -0.44 -1.73
C 6.371 1.215 -1.904 -0.42 0.18 0.35
C 5.507 2.458 -2.289 1.20 0.19 -0.13
C 5.102 3.377 -1.093 -0.99 -0.51 -0.25
C 4.625 2.626 0.196 -0.32 0.84 0.42
C 3.069 2.536 0.371 0.93 -1.15 0.81
C 2.468 1.209 -0.180 -1.84 1.08 -0.11
C 2.172 1.142 -1.719 -0.71 -0.47 0.45
C 2.293 -0.393 -1.989 -0.89 -0.75 -0.09
C 2.811 -1.034 -0.647 2.09 -0.07 -1.78
O 3.160 0.031 0.230 0.05 0.12 -0.17
H 7.303 -0.094 1.053 0.09 -0.34 -0.49
H 6.804 -1.122 -0.387 0.28 0.50 0.47
H 8.372 -1.407 0.386 -0.32 0.64 -0.06
H 8.207 2.232 -1.397 -0.38 -0.22 0.66
H 7.163 1.888 0.084 0.31 -0.16 -0.48
H 5.707 0.414 -1.497 0.41 0.56 -0.17
H 6.832 0.799 -2.827 -0.19 0.23 0.55
H 6.140 3.082 -2.969 -0.51 -0.37 0.34
H 4.659 2.106 -2.907 0.29 0.30 0.53
H 5.904 4.101 -0.848 -0.20 -0.59 -0.17
H 4.235 3.991 -1.438 0.67 -0.27 0.22
H 5.037 1.607 0.328 -0.15 0.55 -0.27
H 4.997 3.221 1.067 -0.19 -0.45 -0.55
H 2.559 3.439 -0.010 0.12 -0.67 -0.10
H 2.887 2.507 1.474 0.04 0.08 -0.70
H 1.456 1.110 0.290 0.53 0.30 -0.29
H 2.704 1.838 -2.393 0.36 -0.66 0.60
H 1.117 1.484 -1.828 0.61 -0.44 0.03
H 1.300 -0.860 -2.204 0.95 0.72 -0.01
H 2.948 -0.684 -2.838 -0.16 0.46 0.60
H 3.789 -1.504 -0.928 -0.55 0.07 0.44
H 2.231 -1.890 -0.242 -0.34 1.02 0.21
O -1.174 1.018 0.435 0.10 -0.04 -0.29
S -1.271 -0.300 -0.148 -0.03 -0.24 0.04
O -0.554 -0.655 -1.352 -0.38 0.37 0.26
C -0.918 -1.509 1.117 0.01 -0.27 0.37
C -2.273 -1.789 1.758 -0.06 0.13 -0.02
C -3.267 -1.895 0.599 -0.04 -0.18 -0.08
C -3.003 -0.715 -0.341 -0.44 -0.19 -0.02
H -0.184 -1.108 1.815 0.06 0.10 -0.16
H -0.522 -2.398 0.625 0.03 0.08 -0.06
H -2.251 -2.700 2.357 0.01 0.04 0.00
H -2.557 -0.962 2.412 0.01 -0.06 0.00
H -3.104 -2.835 0.064 0.06 0.05 -0.01
H -4.296 -1.893 0.951 0.07 0.03 -0.01
H -3.196 -0.974 -1.381 0.13 0.15 -0.02
H -3.591 0.159 -0.062 0.13 0.04 0.01
O -7.438 -2.269 3.612 0.16 0.14 -0.20
S -6.034 -2.271 3.950 0.15 0.05 0.21
O -5.041 -1.672 3.087 -0.44 -0.01 -0.01
C -5.846 -1.614 5.599 0.00 0.06 0.41
C -5.976 -2.831 6.507 -0.08 -0.10 0.00
C -5.165 -3.942 5.833 0.09 0.01 0.10
C -5.543 -3.948 4.348 0.17 -0.45 0.16
H -6.605 -0.855 5.783 0.01 0.02 -0.18
H -4.851 -1.174 5.670 -0.03 0.00 -0.08
H -5.614 -2.620 7.513 -0.03 0.01 -0.04
H -7.024 -3.132 6.582 0.03 0.05 0.01
H -4.098 -3.731 5.941 -0.04 0.01 -0.01
H -5.354 -4.913 6.290 0.01 0.03 -0.04
H -4.703 -4.234 3.717 -0.12 0.09 -0.12
H -6.393 -4.601 4.153 -0.03 0.13 -0.07
O -12.873 0.128 5.059 -0.05 -0.25 -0.05
S -12.306 -0.729 4.045 -0.03 -0.16 -0.14
O -12.756 -2.088 3.853 -0.11 0.24 0.27
C -12.364 0.129 2.480 0.07 0.30 -0.33
C -11.055 0.909 2.429 0.07 0.06 0.08
C -9.978 -0.051 2.944 0.03 0.02 -0.14
C -10.522 -0.712 4.213 0.52 0.00 -0.02
H -13.247 0.764 2.440 -0.06 -0.13 0.12
H -12.406 -0.622 1.691 -0.03 -0.03 0.08
H -10.838 1.259 1.420 -0.02 0.00 0.04
H -11.116 1.782 3.084 -0.05 -0.01 -0.05
H -9.779 -0.815 2.188 0.02 0.02 0.06
H -9.038 0.464 3.141 -0.02 -0.07 -0.01
H -10.161 -1.733 4.322 -0.12 0.01 0.08
H -10.275 -0.134 5.103 -0.16 -0.02 0.01
O 8.782 -4.229 -5.983 -0.22 -0.14 0.04
S 7.999 -4.364 -4.778 -0.13 -0.11 0.11
O 6.833 -5.215 -4.716 0.21 0.06 -0.29
C 9.097 -4.782 -3.432 0.33 0.02 0.31
C 9.549 -3.434 -2.882 0.00 0.08 -0.04
C 8.294 -2.557 -2.843 0.04 0.08 0.09
C 7.574 -2.728 -4.185 -0.08 0.43 0.25
H 9.917 -5.395 -3.802 -0.13 -0.04 -0.13
H 8.518 -5.336 -2.692 -0.04 -0.01 -0.08
H 10.003 -3.536 -1.896 0.00 0.00 -0.04
H 10.290 -2.987 -3.550 0.00 -0.05 0.03
H 7.642 -2.891 -2.031 0.02 -0.01 -0.04
H 8.537 -1.511 -2.657 -0.06 -0.04 0.04
H 6.493 -2.656 -4.077 0.02 -0.10 -0.16
H 7.921 -2.003 -4.921 0.01 -0.13 -0.06
O 1.699 4.221 -2.255 0.16 0.23 -0.12
S 1.185 5.139 -3.243 0.01 0.13 -0.30
O 2.054 5.990 -4.022 0.10 -0.24 0.30
C 0.110 4.236 -4.346 -0.34 -0.24 -0.15
C -1.261 4.314 -3.685 -0.05 -0.02 0.13
C -1.404 5.759 -3.194 -0.10 0.01 -0.08
C -0.099 6.134 -2.486 -0.42 0.25 0.18
H 0.475 3.217 -4.464 0.15 0.08 0.05
H 0.114 4.750 -5.308 0.08 0.02 0.05
H -2.056 4.041 -4.379 0.04 -0.01 0.02
H -1.304 3.629 -2.833 0.02 -0.01 -0.05
H -1.562 6.420 -4.050 0.02 -0.03 0.03
H -2.260 5.876 -2.528 0.05 0.01 -0.02
H 0.144 7.187 -2.612 0.17 -0.08 0.04
H -0.132 5.886 -1.425 0.12 -0.06 -0.05
```
Forces are in eV/Å.

Atom charges from the Mulliken analysis, given in e for atoms 1 to 2: -0.452, -0.389

=====

# 2
C31H62P2PtSi2 as an isolated structure, computed with wB97M-V/def2-TZVPD.

Computed properties:
Energy relative to the best compared isomer or geometry (same formula, charge and spin): 0.0 kJ/mol
HOMO energy (alpha / beta): -12.648 / -13.807 eV
Net charge: +2
Multiplicity: 5

Structure (XYZ):
```
98
Properties=species:S:1:pos:R:3:forces:R:3
Pt -0.060 -0.081 0.874 -0.40 1.09 0.92
C -0.173 -2.902 1.578 -0.28 0.84 0.96
C 1.160 -3.231 1.343 1.31 0.24 0.80
C 1.211 -1.401 2.755 -1.98 -0.66 0.15
C -0.232 -1.632 2.369 2.10 -1.38 0.12
C 2.002 -2.331 2.069 -0.03 -1.44 -0.78
C -1.337 -3.798 1.381 -0.35 -0.02 -0.39
H -1.219 -4.435 0.494 0.00 0.11 0.29
H -2.286 -3.248 1.287 0.29 -0.12 0.07
H -1.439 -4.476 2.250 0.06 0.25 -0.24
C -1.264 -1.477 3.436 -0.45 0.35 0.12
H -2.228 -1.887 3.127 0.14 0.13 0.15
H -1.391 -0.421 3.693 -0.11 -0.19 0.12
H -0.939 -2.014 4.338 -0.04 0.07 -0.14
C 1.620 -0.650 3.953 0.10 0.67 0.05
H 1.617 -1.288 4.856 -0.06 -0.04 -0.37
H 0.941 0.186 4.155 0.20 -0.35 -0.07
H 2.638 -0.256 3.855 -0.13 -0.14 0.09
C 3.466 -2.499 2.267 0.33 0.15 -0.16
H 3.670 -3.113 3.161 -0.06 0.17 -0.26
H 3.950 -1.524 2.425 -0.02 -0.29 0.00
H 3.942 -2.994 1.410 -0.11 0.11 0.28
C 1.658 -4.464 0.680 0.02 -0.16 -0.35
H 1.909 -5.234 1.425 -0.06 0.19 -0.16
H 2.570 -4.264 0.105 -0.15 -0.10 0.08
H 0.907 -4.887 0.005 0.19 0.01 0.10
C -1.447 -0.023 -4.829 -0.49 -0.52 -0.22
C -1.348 -1.359 -4.878 -0.56 0.60 -0.46
C -0.615 -2.065 -5.987 0.23 -0.49 -0.08
C 0.786 -1.502 -6.341 0.04 -0.41 -0.37
C 1.555 -0.910 -5.189 0.47 0.48 -0.06
C 1.537 0.390 -4.854 0.34 -0.66 -0.47
C 0.608 1.410 -5.459 0.03 0.30 -0.01
C -0.807 0.899 -5.835 -0.21 0.48 -0.26
H -1.219 -2.043 -6.911 0.06 -0.06 0.39
H 0.699 -0.795 -7.181 0.19 -0.18 0.48
H -0.500 -3.130 -5.733 -0.11 0.28 -0.02
H -0.775 0.450 -6.840 -0.16 0.05 0.50
H -2.114 0.459 -4.102 0.35 -0.24 -0.26
H -1.929 -2.001 -4.200 0.14 0.41 -0.23
H -1.455 1.787 -5.935 0.25 -0.29 -0.01
H 0.497 2.248 -4.751 0.11 -0.17 -0.19
H 2.264 0.773 -4.126 -0.26 -0.30 -0.27
H 1.065 1.842 -6.366 -0.11 -0.07 0.33
H 1.370 -2.349 -6.738 -0.13 0.35 0.10
H 2.251 -1.595 -4.685 -0.18 0.36 -0.09
P -0.807 -0.578 -1.255 -0.47 0.57 -0.03
P 1.901 0.635 -0.220 0.28 0.03 -0.09
C 0.006 0.702 -2.285 -0.10 -0.07 -0.36
C 1.176 1.486 -1.675 -0.02 -0.08 0.27
H -0.764 1.406 -2.632 0.13 -0.28 0.26
H 0.304 0.146 -3.181 0.15 0.20 0.17
H 1.978 1.670 -2.407 -0.28 -0.03 0.17
H 0.819 2.472 -1.334 0.20 -0.32 0.04
C 3.026 1.842 0.512 0.26 0.03 -0.04
H 3.429 1.427 1.444 -0.03 0.22 -0.25
H 2.501 2.780 0.725 0.11 -0.30 -0.02
H 3.858 2.046 -0.181 -0.23 -0.07 0.16
C 2.988 -0.699 -0.808 0.16 -0.05 -0.11
H 3.581 -0.346 -1.664 -0.08 -0.12 0.22
H 2.430 -1.599 -1.099 0.16 0.33 0.08
H 3.668 -0.960 0.017 -0.18 0.06 -0.30
C -2.583 -0.363 -1.527 -0.27 -0.27 -0.10
H -3.101 -1.086 -0.881 0.00 0.26 -0.20
H -2.871 -0.545 -2.575 0.16 0.00 0.42
H -2.875 0.658 -1.239 0.13 -0.39 -0.07
C -0.377 -2.258 -1.810 0.07 -0.21 0.04
H 0.611 -2.558 -1.436 -0.30 0.09 -0.04
H -0.387 -2.362 -2.903 0.02 0.21 0.36
H -1.132 -2.938 -1.388 0.23 0.17 -0.10
C -3.032 3.187 0.701 0.02 -0.04 0.09
Si -2.552 1.934 2.020 -0.35 0.43 -0.14
C -3.320 2.520 3.660 0.32 -0.06 -0.03
C -3.432 0.305 1.695 -0.11 -0.34 -0.04
C -0.633 1.762 1.912 -0.40 0.70 -0.21
Si 0.113 2.681 3.437 0.36 0.13 0.23
C -0.417 2.023 5.125 -0.03 -0.10 0.00
C 1.993 2.723 3.486 0.11 0.03 -0.09
C -0.372 4.512 3.302 -0.09 -0.31 -0.26
H -4.096 3.441 0.813 0.24 -0.02 -0.13
H -2.876 2.784 -0.309 -0.03 0.14 0.12
H -2.445 4.111 0.796 -0.17 -0.18 -0.04
H -4.388 2.693 3.455 0.26 -0.07 -0.05
H -3.266 1.753 4.444 -0.06 0.19 -0.19
H -2.911 3.452 4.064 -0.14 -0.26 -0.06
H -3.967 0.326 0.741 -0.01 0.02 0.21
H -2.740 -0.547 1.675 -0.26 0.16 -0.13
H -4.167 0.120 2.493 0.17 -0.01 -0.24
H -0.285 2.379 1.051 -0.37 0.13 0.37
H 0.394 1.456 5.601 -0.23 0.18 -0.04
H -0.604 2.904 5.759 -0.02 -0.28 -0.12
H -1.321 1.405 5.128 0.23 0.17 0.09
H 2.388 3.456 2.771 -0.01 -0.13 0.21
H 2.298 3.047 4.493 -0.06 -0.05 -0.24
H 2.464 1.755 3.293 -0.05 0.29 0.07
H -0.180 4.893 2.289 -0.04 0.00 0.22
H -1.415 4.724 3.561 0.28 0.00 -0.09
H 0.276 5.063 3.998 -0.14 -0.12 -0.13
```
Forces are in eV/Å.

Atom charges from the Mulliken analysis, given in e for atoms 1 to 2: 0.994, -0.674

=====

Number 1: E -4112.0901 Ha. Number 2: E -2598.7900 Ha.